CEuF3MgNO3S3 as an isolated structure at a distorted geometry. Source: the OMol25 dataset; level of theory: ωB97M-V/def2-TZVPD.

## Properties
**Highest occupied orbital energy (alpha / beta)**: -10.926 / -11.364 eV
**Multiplicity**: 7
**Charge**: +1
**LUMO level (alpha / beta)**: -0.1934 / -0.2593 Ha
**Expectation value of S²**: 12.0474

Element x y z (Å)
Eu  2.432  -0.272  1.734
N  0.026  1.204  -0.543
S  0.259  2.219  0.840
O  1.848  1.781  1.103
S  -0.430  -0.334  -0.187
O  0.088  -0.731  1.214
O  0.743  -2.225  -2.068
C  -2.265  -0.226  0.159
F  -2.556  0.601  1.145
F  -2.866  0.179  -0.950
F  -2.695  -1.442  0.468
Mg  2.666  1.434  -1.030
S  2.749  -2.188  -1.885

Cartesian forces, eV/Å:
Eu -1.1703 -0.2002 0.3886
N 0.2225 -0.3626 0.7406
S 0.4606 -0.5401 -1.0553
O 0.5186 -0.1395 -0.3982
S 0.2608 0.6096 0.3121
O 0.7438 -0.0532 -0.6056
O 7.1173 0.0837 0.6243
C -0.1313 0.1243 0.0482
F 0.1009 0.1780 0.1604
F 0.0778 0.0407 -0.1126
F 0.0985 -0.1454 0.0275
Mg -1.2879 0.5157 0.4573
S -7.0112 -0.1111 -0.5873

A 2-piece molecular cluster, C9H15B3O4S overall. Source: the OMol25 dataset; level of theory: ωB97M-V/def2-TZVPD.

## Properties
**Highest occupied orbital energy**: -9.417 eV
**Multiplicity**: 1
**Structure (SMILES)**: CCOCB1OBOB(S)O1.c1ccccc1
**LUMO level**: 0.0163 Ha

Element x y z (Å)
C  3.486  0.698  -1.023
C  2.529  1.810  -0.624
O  1.861  2.421  -1.713
C  0.890  1.593  -2.334
B  -0.558  1.765  -1.745
O  -0.949  2.897  -1.063
B  -2.253  2.929  -0.631
O  -2.789  1.732  -0.192
B  -2.568  0.688  -1.069
S  -3.736  -0.678  -1.021
O  -1.488  0.745  -1.928
H  4.190  1.058  -1.772
H  4.027  0.346  -0.144
H  2.969  -0.164  -1.445
H  1.809  1.455  0.130
H  3.098  2.613  -0.154
H  1.166  0.533  -2.319
H  0.860  1.866  -3.397
H  -2.925  3.903  -0.710
H  -3.079  -1.602  -1.731
C  -1.641  -1.359  2.015
C  -0.678  -1.336  1.014
C  0.416  -2.188  1.074
C  0.547  -3.074  2.134
C  -0.414  -3.102  3.134
C  -1.503  -2.243  3.076
H  -2.493  -0.694  1.967
H  -0.774  -0.653  0.180
H  1.165  -2.162  0.292
H  1.397  -3.743  2.179
H  -0.314  -3.792  3.961
H  -2.249  -2.262  3.861

Cartesian forces, eV/Å:
C -0.1620 -0.0609 -0.1109
C 0.0309 0.1169 0.2270
O 0.1738 -0.1234 -0.1684
C -0.1385 0.0673 0.0467
B 0.1085 -0.1036 0.1424
O -0.1392 0.0529 -0.4388
B 0.1927 -0.0975 0.3410
O -0.5481 0.1630 -0.5861
B 0.3063 -0.1783 0.0594
S -0.4209 -0.1782 0.2218
O 0.0268 0.0218 0.1180
H 0.0767 0.0253 0.0724
H 0.0652 0.0524 -0.0167
H -0.0374 -0.0315 0.0061
H -0.0424 -0.0520 -0.1097
H -0.0407 0.0370 -0.0082
H 0.0689 0.0158 -0.0090
H 0.0047 -0.0093 0.0135
H 0.1438 0.1025 0.2789
H 0.2073 0.2063 -0.1336
C 0.0814 -0.0311 0.0121
C 0.0438 0.0129 0.0494
C 0.0062 -0.0037 -0.0006
C 0.0029 -0.0010 -0.0020
C 0.0019 0.0060 0.0029
C -0.0298 0.0114 0.0194
H 0.0009 -0.0016 -0.0212
H 0.0234 -0.0138 -0.0020
H -0.0031 -0.0012 -0.0030
H -0.0004 0.0000 0.0010
H -0.0005 0.0025 0.0021
H -0.0032 -0.0069 -0.0039

A 2-piece molecular cluster, C3H10N2O overall at a distorted geometry. Source: the OMol25 dataset; level of theory: ωB97M-V/def2-TZVPD.

## Properties
**Highest occupied orbital energy**: -7.085 eV
**Multiplicity**: 1
**Energy above the lowest of the compared OMol25 structures with the same formula, charge and spin**: 52.71 kcal/mol
**Structure (SMILES)**: C/C(N)=C/N.O
**LUMO level**: 0.0348 Ha

Element x y z (Å)
C  -2.147  -0.371  -0.356
C  -0.831  0.105  0.253
C  0.098  -0.896  0.544
N  1.403  -0.700  1.030
N  -0.521  1.411  -0.061
H  -2.349  -0.022  -1.281
H  -2.196  -1.446  -0.182
H  -2.924  0.107  0.419
H  -0.326  -1.983  0.679
H  1.363  0.257  1.289
H  1.703  -1.251  1.885
H  -1.219  2.003  -0.435
H  0.464  1.673  -0.385
H  1.910  -0.028  -1.245
H  3.169  0.336  -0.956
O  2.405  0.805  -1.196

Cartesian forces, eV/Å:
C -0.5637 0.2383 6.7669
C 1.6427 -2.9655 -2.5575
C -3.1609 -1.3322 1.1101
N 0.6688 -0.7791 0.9696
N 3.0998 1.0739 0.3805
H -0.4763 0.8648 -3.1039
H -0.3343 0.1098 -0.5378
H 0.9368 -1.0197 -1.8990
H 0.8852 2.2802 -0.5519
H 0.9734 1.1408 0.4819
H -0.9676 0.7230 -1.5053
H -0.6154 0.2150 -0.2301
H -2.0134 -0.7358 0.7745
H -1.1168 0.4582 -0.1638
H 2.5758 -0.0851 0.8473
O -1.5342 -0.1864 -0.7813

A 2-piece molecular cluster, C4H13N3O overall at a distorted geometry. Source: the OMol25 dataset; level of theory: ωB97M-V/def2-TZVPD.

## Properties
**Highest occupied orbital energy**: -7.392 eV
**Multiplicity**: 1
**Energy above the lowest of the compared OMol25 structures with the same formula, charge and spin**: 54.22 kcal/mol
**Structure (SMILES)**: N/C=C(\N)CCN.O
**LUMO level**: 0.0317 Ha

Element x y z (Å)
C  0.071  -0.797  -1.871
C  -0.864  -0.902  -0.701
C  -0.361  -0.391  0.624
C  0.817  0.205  0.943
N  1.068  0.678  2.230
N  -1.388  -0.462  1.579
N  1.405  -1.627  -1.738
H  0.543  0.186  -1.829
H  -0.270  -1.142  -2.837
H  -1.758  -0.337  -1.014
H  -1.068  -1.966  -0.502
H  1.368  0.555  0.081
H  0.417  0.589  2.979
H  2.006  0.753  2.589
H  -2.216  -1.028  1.479
H  -1.140  -0.174  2.507
H  1.785  -1.264  -0.879
H  1.999  -1.293  -2.489
H  -0.232  2.272  -0.400
H  -1.496  3.049  -0.119
O  -0.688  3.095  -0.631

Cartesian forces, eV/Å:
C 3.8102 -0.6642 0.4542
C 0.4470 -0.4159 -0.3567
C -0.5388 0.6103 0.4572
C -1.7940 -0.6500 -0.6875
N 0.9256 0.7925 0.1340
N 0.5347 0.2319 0.2383
N -2.0295 0.1866 0.3630
H -1.1158 0.6607 -0.9082
H -0.7796 0.5604 -0.0485
H -0.0310 -0.4446 0.4389
H -0.4753 0.2070 -0.3347
H 0.7747 -0.0511 0.4347
H -0.3063 -0.1603 -0.0512
H -0.0173 -0.1419 -0.4108
H 0.4154 -0.0643 -0.1060
H -0.4541 -0.3081 0.0611
H 0.5719 -0.2488 0.2354
H 0.0785 -0.0201 0.0125
H -0.0447 0.1247 0.0221
H -0.2202 0.0528 0.1265
O 0.2487 -0.2576 -0.0742

An isolated ion of composition C4H8FN2 and charge +1 at a distorted geometry. Source: the OMol25 dataset; level of theory: ωB97M-V/def2-TZVPD.

## Properties
**Highest occupied orbital energy**: -13.177 eV
**Multiplicity**: 1
**Charge**: +1
**Energy above the lowest of the compared OMol25 structures with the same formula, charge and spin**: 87.10 kcal/mol
**LUMO level**: -0.1467 Ha

Element x y z (Å)
C  -1.576  -1.265  -0.593
C  0.163  -1.030  0.839
C  -1.077  0.776  -0.499
C  0.178  0.465  0.318
N  -0.680  -1.793  0.009
N  1.518  0.764  -0.356
F  -1.980  1.413  0.324
H  -2.239  -1.757  -1.319
H  1.202  -1.239  0.866
H  -0.130  -0.942  1.885
H  -0.986  1.183  -1.541
H  0.071  1.002  1.322
H  1.927  -0.140  -0.594
H  2.236  1.021  0.329
H  1.373  1.542  -0.990

Cartesian forces, eV/Å:
C -0.2897 3.7519 -2.3347
C -0.0681 2.3557 -0.3876
C -0.4648 -2.9125 0.2165
C -1.4680 0.7962 2.0171
N 1.4737 -2.2722 2.0435
N -0.5121 -0.4521 2.1019
F 0.5948 -0.1226 -0.9827
H -0.1309 0.5423 0.5052
H 0.9976 -1.4761 -0.0553
H -0.4523 -0.7535 -0.1029
H -0.2457 -0.0929 1.1584
H 0.5953 0.1308 -1.7912
H -0.2251 0.1154 -1.7663
H -0.4220 0.7633 0.2601
H 0.6172 -0.3738 -0.8822

One molecule with the formula C5H9NSi at a distorted geometry. Source: the OMol25 dataset; level of theory: ωB97M-V/def2-TZVPD.

## Properties
**Highest occupied orbital energy (alpha / beta)**: -5.694 / -8.844 eV
**Multiplicity**: 3
**Energy above the lowest of the compared OMol25 structures with the same formula, charge and spin**: 19.78 kcal/mol
**LUMO level (alpha / beta)**: 0.0300 / -0.0399 Ha
**Expectation value of S²**: 2.0510

Element x y z (Å)
C  0.632  -0.326  -0.263
C  -0.105  -1.417  0.153
C  1.916  -0.104  0.132
C  -1.444  -1.485  -0.019
C  -2.234  -0.316  -0.345
N  2.821  0.952  -0.225
Si  -1.871  1.356  0.057
H  0.057  0.430  -0.872
H  0.470  -2.228  0.525
H  2.264  -0.979  0.665
H  -1.859  -2.411  0.232
H  -3.316  -0.696  -0.409
H  2.391  1.767  -0.428
H  3.530  1.031  0.464
H  -2.197  2.502  -0.927
H  -1.055  1.924  1.260

Cartesian forces, eV/Å:
C 0.4094 2.9702 -1.1370
C 1.3019 -0.3898 -0.0755
C 0.3000 0.3628 -0.9877
C -1.3377 3.0819 -0.6653
C -1.3544 -5.2444 0.5994
N -0.4824 -5.0603 1.2320
Si -0.0912 3.8715 0.6870
H 1.0836 -0.7112 0.4435
H 0.1410 -0.8439 0.5947
H 0.9980 0.3860 0.2969
H -1.2047 -1.1691 -0.0752
H 1.3542 1.2124 0.0098
H -1.6011 3.1507 -0.8161
H 0.6876 0.2939 0.3627
H 0.4345 -1.0146 0.5552
H -0.6386 -0.8961 -1.0246

- Among the records above, which one has the highest multiplicity?
  CEuF3MgNO3S3

Please write out number 6 again, unchanged.
One molecule with the formula C5H9NSi at a distorted geometry. Source: the OMol25 dataset; level of theory: ωB97M-V/def2-TZVPD.

## Properties
**Highest occupied orbital energy (alpha / beta)**: -5.694 / -8.844 eV
**Multiplicity**: 3
**Energy above the lowest of the compared OMol25 structures with the same formula, charge and spin**: 19.78 kcal/mol
**LUMO level (alpha / beta)**: 0.0300 / -0.0399 Ha
**Expectation value of S²**: 2.0510

Element x y z (Å)
C  0.632  -0.326  -0.263
C  -0.105  -1.417  0.153
C  1.916  -0.104  0.132
C  -1.444  -1.485  -0.019
C  -2.234  -0.316  -0.345
N  2.821  0.952  -0.225
Si  -1.871  1.356  0.057
H  0.057  0.430  -0.872
H  0.470  -2.228  0.525
H  2.264  -0.979  0.665
H  -1.859  -2.411  0.232
H  -3.316  -0.696  -0.409
H  2.391  1.767  -0.428
H  3.530  1.031  0.464
H  -2.197  2.502  -0.927
H  -1.055  1.924  1.260

Cartesian forces, eV/Å:
C 0.4094 2.9702 -1.1370
C 1.3019 -0.3898 -0.0755
C 0.3000 0.3628 -0.9877
C -1.3377 3.0819 -0.6653
C -1.3544 -5.2444 0.5994
N -0.4824 -5.0603 1.2320
Si -0.0912 3.8715 0.6870
H 1.0836 -0.7112 0.4435
H 0.1410 -0.8439 0.5947
H 0.9980 0.3860 0.2969
H -1.2047 -1.1691 -0.0752
H 1.3542 1.2124 0.0098
H -1.6011 3.1507 -0.8161
H 0.6876 0.2939 0.3627
H 0.4345 -1.0146 0.5552
H -0.6386 -0.8961 -1.0246

- Look up the multiplicity of the sixth one.
  3

- multiplicity of number 3 (C3H10N2O)?
  1